# 1
{
  "formula": "C3H12N2O",
  "method": "ωB97M-V/def2-TZVPD",
  "charge": 0,
  "lumo_energy_ev": 0.9,
  "smiles": "NCCN.CO",
  "e_above_lowest_kcal_mol": 27.8,
  "max_force_ev_per_a": 2.77,
  "spin_multiplicity": 1,
  "energy_ha": -306.199591,
  "symbols": ["N", "C", "C", "N", "H", "H", "H", "H", "H", "H", "H", "H", "C", "O", "H", "H", "H", "H"],
  "coordinates": [[1.72023, -0.08330, -0.44974], [0.49741, -0.50857, -1.22018], [-0.56247, 0.53365, -1.00366], [-1.83763, 0.04493, -1.57118], [1.89336, 0.93111, -0.56527], [2.54902, -0.63966, -0.76794], [0.75800, -0.63105, -2.28229], [0.12064, -1.49345, -0.87478], [-0.55761, 0.74528, 0.02940], [-0.24938, 1.45216, -1.51483], [-2.18919, -0.72081, -0.95010], [-2.54904, 0.78612, -1.56367], [-0.14701, 0.02353, 2.36488], [0.82818, -0.74748, 1.79320], [-0.23015, -0.24657, 3.45482], [-0.08473, 1.12719, 2.35937], [-1.10367, -0.22610, 1.94670], [1.14404, -0.34698, 0.81528]],
  "atomic_forces_ev_per_a": [[0.3, -0.3, -1.6], [1.0, -0.3, -0.6], [-0.3, -0.2, -1.7], [-0.3, -0.2, 1.1], [0.0, -1.0, -0.2], [-1.0, 0.9, 0.6], [-0.3, 0.1, 0.2], [0.5, 0.5, 0.2], [-0.4, 0.4, 1.4], [-0.2, -0.1, -0.1], [0.3, 1.0, -0.8], [0.4, -0.5, 0.1], [-0.8, -0.2, 2.1], [1.2, 0.7, -1.8], [0.1, 0.3, -0.8], [0.6, -0.1, -0.3], [-1.0, 0.0, -0.3], [0.0, -1.1, 2.6]]
}

# 2
{
  "formula": "C3H12N2O",
  "method": "ωB97M-V/def2-TZVPD",
  "charge": 0,
  "lumo_energy_ev": 0.5,
  "smiles": "CNCCN.O",
  "e_above_lowest_kcal_mol": 34.3,
  "max_force_ev_per_a": 3.43,
  "spin_multiplicity": 1,
  "energy_ha": -306.189347,
  "symbols": ["C", "N", "C", "C", "N", "H", "H", "H", "H", "H", "H", "H", "H", "H", "H", "O", "H", "H"],
  "coordinates": [[0.09190, -2.02017, -0.26890], [0.55665, -1.57573, 1.02111], [0.71513, -0.09297, 1.24663], [-0.58182, 0.66639, 0.81551], [-0.32052, 2.12662, 0.78272], [0.78495, -2.74191, -0.67775], [-0.95550, -2.41381, -0.26709], [0.06830, -1.18167, -0.99033], [0.08480, -1.95569, 1.82342], [1.62414, 0.20757, 0.71638], [0.99383, 0.11403, 2.31881], [-1.38005, 0.65309, 1.55261], [-0.66675, 0.29635, -0.20343], [-0.46121, 2.54429, -0.11264], [0.46171, 2.51026, 1.27908], [-0.18824, 0.74530, -2.61572], [0.12185, 1.47910, -3.17211], [-0.94916, 0.63895, -3.24831]],
  "atomic_forces_ev_per_a": [[-0.9, 0.5, -0.5], [0.7, 1.5, 1.3], [-0.6, -1.1, 0.7], [2.9, 1.7, 0.6], [-0.7, 0.0, -0.3], [0.0, -0.5, -0.2], [0.8, 0.1, 0.1], [0.2, -0.4, 0.3], [-0.3, -0.3, -0.2], [-0.5, 0.4, -0.5], [-0.5, -0.5, -0.8], [-0.3, -1.5, -0.4], [-1.3, 0.3, 0.2], [0.2, 0.2, -0.3], [0.3, -0.3, 0.0], [-1.4, 0.8, -2.2], [1.1, 0.2, 0.8], [0.3, -0.9, 1.4]]
}

# 3
{
  "formula": "C3H12N2O",
  "method": "ωB97M-V/def2-TZVPD",
  "charge": 0,
  "lumo_energy_ev": 0.6,
  "smiles": "CCNCN.O",
  "e_above_lowest_kcal_mol": 7.7,
  "max_force_ev_per_a": 1.08,
  "spin_multiplicity": 1,
  "energy_ha": -306.231710,
  "symbols": ["C", "C", "N", "C", "N", "H", "H", "H", "H", "H", "H", "H", "H", "H", "H", "O", "H", "H"],
  "coordinates": [[0.60417, -2.01486, -0.61829], [-0.54858, -1.02208, -0.60434], [-0.97027, -0.68909, 0.74371], [-0.00715, -0.09773, 1.64114], [0.60317, 1.15183, 1.25557], [0.39430, -2.80122, 0.09575], [1.52925, -1.53212, -0.26792], [0.77856, -2.41007, -1.60926], [-0.31839, -0.12940, -1.20422], [-1.39205, -1.50911, -1.10826], [-1.92897, -0.39804, 0.79518], [0.78971, -0.82190, 1.75740], [-0.50720, 0.00731, 2.60582], [-0.08604, 1.89152, 1.14608], [1.00278, 1.06995, 0.32211], [0.18870, 2.09767, -1.88117], [0.11781, 2.98543, -1.48485], [0.80571, 2.21207, -2.61222]],
  "atomic_forces_ev_per_a": [[0.4, 0.8, 0.6], [-0.3, -0.1, -0.4], [0.0, -0.8, -0.1], [-0.7, -0.2, -0.1], [0.2, 0.7, -0.4], [-0.1, -0.4, 0.0], [-0.1, -0.2, -0.2], [0.0, -0.1, -0.2], [0.1, -0.2, 0.0], [0.0, 0.2, 0.1], [0.0, 0.4, 0.2], [0.3, -0.1, 0.2], [0.2, 0.1, 0.0], [-0.1, -0.2, 0.2], [0.1, -0.1, 0.2], [0.1, 0.7, 0.2], [0.0, -0.5, -0.3], [0.0, 0.0, 0.0]]
}

# 4
{
  "formula": "C3H12N2O2",
  "method": "ωB97M-V/def2-TZVPD",
  "charge": -1,
  "lumo_energy_ev": [3.1, 3.1],
  "e_above_lowest_kcal_mol": 15.9,
  "max_force_ev_per_a": 1.45,
  "spin_multiplicity": 2,
  "energy_ha": -381.427299,
  "symbols": ["C", "C", "N", "C", "N", "H", "H", "H", "H", "H", "H", "H", "H", "H", "H", "O", "H", "H", "O"],
  "coordinates": [[-1.55476, 3.18844, -1.25253], [-1.55226, 1.92341, -0.39354], [-0.38087, 1.09875, -0.69078], [-0.51873, -0.05795, -1.40575], [0.28590, -1.02820, -1.27388], [-0.81248, 3.90417, -0.89626], [-1.40526, 2.96263, -2.30911], [-2.51946, 3.70861, -1.21965], [-2.45477, 1.37831, -0.64812], [-1.46555, 2.16518, 0.66004], [0.26893, 0.97191, 0.07508], [-1.29669, 0.02876, -2.17768], [-0.15540, -1.91543, -1.51786], [1.88544, -0.97156, 2.48990], [2.33547, -1.61538, 3.76780], [2.04490, -0.75434, 3.42566], [2.75009, -4.35741, 0.82403], [1.85840, -5.32069, 1.52428], [2.68708, -5.30923, 1.01838]],
  "atomic_forces_ev_per_a": [[-0.5, 0.5, 0.2], [0.9, 0.3, -1.1], [0.3, 0.2, 0.2], [0.2, 0.1, -0.4], [-0.5, -0.4, 0.9], [0.2, -0.1, -0.2], [0.3, -0.1, 0.1], [0.0, -0.1, 0.2], [-0.2, -0.3, 0.5], [-0.6, 0.0, 0.1], [-0.1, 0.0, 0.0], [-0.5, -0.4, 0.4], [0.5, 0.2, -0.9], [-0.1, 0.1, 0.0], [0.0, 0.0, 0.1], [0.1, -0.1, -0.1], [0.2, 0.0, 0.0], [0.1, -0.1, 0.0], [-0.3, 0.2, 0.0]]
}

# 5
{
  "formula": "C3H12N2O2",
  "method": "ωB97M-V/def2-TZVPD",
  "charge": 0,
  "lumo_energy_ev": 0.7,
  "smiles": "C/C(N)=C/N.O.O",
  "e_above_lowest_kcal_mol": 29.7,
  "max_force_ev_per_a": 2.39,
  "spin_multiplicity": 1,
  "energy_ha": -381.467607,
  "symbols": ["C", "C", "N", "C", "N", "H", "H", "H", "H", "H", "H", "H", "H", "O", "H", "H", "O", "H", "H"],
  "coordinates": [[1.14145, -1.33671, -0.70640], [0.21589, -0.81035, 0.37560], [0.77780, -0.42351, 1.59890], [-1.13052, -0.78241, 0.21197], [-1.97100, -0.13771, 1.13651], [0.67103, -2.06350, -1.35853], [1.60447, -0.50213, -1.22198], [1.89074, -1.91418, -0.14811], [1.69160, -0.67727, 1.93508], [0.16189, -0.30577, 2.38570], [-1.51932, -0.80029, -0.80218], [-1.73874, -0.25491, 2.11022], [-2.94330, -0.36962, 0.99673], [-0.76637, 1.64141, -2.58894], [-1.38588, 1.67201, -1.86414], [0.09286, 1.66768, -2.16168], [0.82619, 1.83337, -0.29833], [0.85160, 1.15194, 0.41053], [1.52960, 2.41195, -0.01094]],
  "atomic_forces_ev_per_a": [[0.1, -0.1, 1.7], [-1.5, -1.8, -0.6], [0.2, 0.8, 0.6], [1.6, 1.2, -0.3], [-0.6, -0.1, 0.1], [-0.3, 0.4, -0.2], [0.2, -0.1, -0.3], [0.3, 0.1, -0.4], [0.1, -0.4, -0.6], [-0.1, 0.1, -0.2], [0.0, -0.5, 0.2], [-0.1, -0.1, 0.0], [0.0, 0.0, 0.1], [-0.1, -0.1, -0.8], [-0.1, 0.1, 0.4], [0.1, 0.0, 0.3], [0.3, -0.4, 0.7], [-0.3, 0.4, -0.4], [0.3, 0.5, -0.1]]
}

# 6
{
  "formula": "C3H12N2O2",
  "method": "ωB97M-V/def2-TZVPD",
  "charge": 0,
  "lumo_energy_ev": 0.7,
  "e_above_lowest_kcal_mol": 90.0,
  "max_force_ev_per_a": 1.13,
  "spin_multiplicity": 1,
  "energy_ha": -381.371481,
  "symbols": ["C", "N", "O", "O", "H", "H", "H", "H", "H", "C", "C", "N", "H", "H", "H", "H", "H", "H", "H"],
  "coordinates": [[-0.78549, 1.85444, -0.30618], [0.41222, 1.13328, -0.68618], [-1.56712, 1.09821, 0.56170], [-0.32888, 3.05352, 0.27608], [-1.01325, 0.81705, 1.30530], [-1.09990, 3.56121, 0.55761], [-1.42998, 2.05849, -1.17030], [1.06976, 1.72806, -1.17658], [0.94207, 0.49115, 0.31615], [0.84964, -1.73429, -0.01686], [-0.40826, -2.09478, 0.73626], [0.71810, -1.39936, -1.29201], [1.60458, -1.48191, -1.78666], [0.28307, 0.18351, -1.21270], [1.72975, -2.29741, 0.30966], [1.20833, -0.37178, 0.84977], [-1.22677, -1.43269, 0.45362], [-0.70538, -3.11206, 0.46565], [-0.25250, -2.05463, 1.81567]],
  "atomic_forces_ev_per_a": [[0.0, 0.0, 0.0], [-0.1, -0.1, -0.4], [0.1, 0.1, 0.0], [-0.1, -0.2, -0.1], [0.0, 0.0, 0.0], [0.0, -0.1, 0.0], [0.1, 0.0, 0.1], [0.0, 0.0, 0.1], [0.1, -0.5, 0.2], [-0.3, -0.5, -1.0], [0.0, 0.2, 0.1], [0.1, -0.2, 0.5], [0.0, 0.0, 0.1], [-0.1, 0.5, 0.3], [0.1, 0.3, 0.1], [0.0, 0.3, 0.1], [0.0, 0.0, 0.0], [0.1, 0.0, 0.0], [0.0, 0.0, 0.0]]
}

# 7
{
  "formula": "C3H12N2O2",
  "method": "ωB97M-V/def2-TZVPD",
  "charge": 0,
  "lumo_energy_ev": 0.9,
  "smiles": "CCNC.ONO",
  "e_above_lowest_kcal_mol": 95.3,
  "max_force_ev_per_a": 1.53,
  "spin_multiplicity": 1,
  "energy_ha": -381.363098,
  "symbols": ["C", "C", "N", "C", "H", "H", "H", "H", "H", "H", "H", "H", "H", "O", "N", "O", "H", "H", "H"],
  "coordinates": [[-2.08719, 0.21055, 1.56442], [-0.77556, 0.17752, 0.79464], [0.17341, 1.12585, 1.35317], [1.39334, 1.22928, 0.58180], [-2.77802, -0.52722, 1.16541], [-2.55081, 1.19481, 1.48976], [-1.90851, -0.00539, 2.61614], [-0.32382, -0.81645, 0.88565], [-0.97045, 0.36293, -0.27663], [-0.26567, 2.04088, 1.42515], [2.06124, 1.94240, 1.06345], [1.88349, 0.25109, 0.56607], [1.22734, 1.54230, -0.46049], [1.23149, -2.04209, -1.34307], [0.47266, -1.81713, -2.55266], [0.32104, -0.43806, -2.62269], [0.57239, -2.25069, -0.67005], [1.12731, -2.10952, -3.28843], [1.19631, -0.07109, -2.29162]],
  "atomic_forces_ev_per_a": [[0.3, 0.0, 0.0], [-0.2, 0.1, 0.0], [-0.2, 0.2, 0.1], [0.1, -0.1, 0.0], [-0.1, 0.0, 0.0], [-0.1, 0.0, 0.0], [0.0, 0.0, 0.1], [0.0, 0.0, -0.1], [0.1, -0.1, 0.1], [0.1, -0.2, 0.0], [0.1, 0.0, -0.1], [0.0, 0.1, 0.0], [0.0, 0.0, 0.0], [-0.1, -0.2, -0.8], [0.2, -0.5, 1.0], [1.3, 0.8, 0.2], [-0.1, 0.0, -0.2], [0.0, 0.3, 0.4], [-1.3, -0.4, -0.6]]
}